DFT (wB97M-V/def2-TZVPD) results for the ion C2H9N2O with charge +2 at a distorted geometry.

Computed properties:
**DFT total energy**: -7225.8327 eV
**LUMO energy (alpha / beta)**: -7.92 / -13.88 eV
**Multiplicity**: 2
**Total charge**: +2
**Highest occupied orbital energy (alpha / beta)**: -21.463 / -20.846 eV

Element x y z (Å)
C  -0.489  -0.582  -0.696
N  -1.846  0.067  -0.761
H  -0.630  -1.589  -0.057
H  -0.218  -1.011  -1.643
H  -2.591  -0.623  -0.684
H  -1.858  0.652  -0.006
N  0.356  0.489  -0.144
C  1.180  0.133  1.027
O  2.116  1.095  1.300
H  0.891  0.848  -0.932
H  -1.942  0.629  -1.704
H  1.639  -0.847  0.629
H  0.505  -0.072  1.845
H  2.888  0.810  1.824